Here is an isolated molecule of C9H18FNOS in a non-equilibrium geometry from OMol25. Energies are from ωB97M-V/def2-TZVPD.

- DFT total energy (a.u.) = -981.475319
- gap between HOMO and LUMO (spin up / spin down) (eV) = 6.3 / 6.9
- spin multiplicity = 3
- HOMO (spin up / spin down) (eV) = -5.760 / -9.184

The geometry in XYZ format:
```
31
Properties=species:S:1:pos:R:3:forces:R:3
C -1.56602 -2.31295 -1.18730 0.761 -2.825 -3.909
C 1.35649 -0.12036 -0.06019 0.952 -1.576 -0.937
C 1.80788 -0.78235 -1.39012 0.261 -0.792 1.696
C 1.15127 3.49216 0.64686 1.779 -0.277 -0.539
C 1.12377 -2.50395 0.87431 -1.862 -0.351 -1.214
C 1.24110 1.98249 1.03985 -1.098 0.750 -0.673
C -3.06105 0.66913 -0.34171 1.771 -1.408 2.868
C -1.53838 0.47839 -0.50701 -1.345 -0.101 -2.766
C 0.77129 -1.05863 0.92121 3.184 2.254 0.197
N 1.50480 1.16430 -0.16868 -0.331 0.823 2.173
O -2.05556 -1.56946 1.19733 -0.807 -0.069 1.194
F -3.37140 1.97586 -0.39499 -0.542 1.420 -0.636
S -1.23267 -1.25051 0.03999 -0.625 0.844 0.255
H -1.74374 -3.43839 -0.93945 0.028 2.451 -0.201
H -0.87408 -2.15986 -2.13350 -1.711 -0.266 1.925
H 2.05970 -0.01966 -2.08339 0.442 0.736 -0.399
H 0.89874 -1.23624 -1.77306 0.300 -0.893 -0.372
H 2.70251 -1.47285 -1.22774 -1.487 0.580 -0.445
H 2.11414 3.77717 -0.00645 -2.181 -0.506 1.628
H 0.28416 3.62848 0.05650 -0.830 0.293 -1.026
H 0.99578 4.16354 1.51637 0.574 -0.474 -0.347
H 1.11279 -2.80763 -0.17484 0.325 -0.291 0.189
H 0.45286 -3.20640 1.40672 0.185 0.725 -0.007
H 2.08354 -2.57666 1.25600 2.041 -0.597 0.764
H 0.24567 1.63617 1.54150 1.919 0.649 -0.214
H 2.13235 2.00231 1.66592 -0.238 -0.956 0.576
H -3.66437 0.05117 -0.98961 -0.319 0.008 -0.180
H -3.12562 0.37385 0.77789 -0.851 0.096 -1.849
H -1.11967 0.58472 -1.58565 -0.686 -0.162 1.852
H -1.12450 1.24092 0.14570 0.669 -0.519 0.108
H 0.43823 -0.70478 1.87753 -0.276 0.433 0.289
```
Forces are in eV/Å.

Results of the Mulliken charge analysis, in e, for atoms 1 through 8:
1. C -0.787
2. C 0.805
3. C -1.152
4. C -1.308
5. C -1.521
6. C -0.264
7. C -0.391
8. C -0.377

Here is a structure of composition C9H18FO9Pd in a non-equilibrium geometry from OMol25. Energies are from ωB97M-V/def2-TZVPD.

- DFT total energy (a.u.) = -1258.297367
- gap between HOMO and LUMO (spin up / spin down) (eV) = 7.7 / 5.4
- spin multiplicity = 3
- total charge = +1
- HOMO (spin up / spin down) (eV) = -12.665 / -12.665

The geometry in XYZ format:
```
38
Properties=species:S:1:pos:R:3:forces:R:3
Pd 0.37185 0.85039 2.60404 -0.082 0.249 -2.610
F 0.78340 -0.60989 1.24998 -0.145 0.841 1.197
C 2.15805 1.48959 -0.94305 -0.425 -0.298 0.086
O 2.19001 2.88415 -0.59292 0.275 -0.051 0.009
C 1.89645 3.22063 0.63937 0.626 0.539 -0.989
O 1.37559 2.49508 1.45468 -0.517 -1.074 1.512
O 2.20586 4.45252 0.93163 -0.303 0.010 0.308
C 2.99308 5.23481 0.00907 0.525 0.403 0.564
H 2.34160 1.47940 -2.01055 0.051 -0.172 0.021
H 1.18868 1.05539 -0.69835 0.006 0.127 -0.146
H 2.90260 0.92482 -0.38429 0.168 0.183 -0.098
H 3.98868 4.80025 -0.07086 -0.167 -0.199 -0.331
H 3.12818 6.17663 0.53588 -0.239 0.082 -0.216
H 2.49653 5.36655 -0.94535 0.016 -0.080 -0.013
C -1.57487 -6.86577 -1.94849 -1.352 -0.527 0.753
O -0.53906 -5.92093 -1.75769 0.526 -0.519 -1.158
C -0.52053 -5.33023 -0.58573 0.163 0.407 -0.154
O -1.30481 -5.47497 0.29974 -0.765 -0.313 0.838
O 0.50729 -4.49202 -0.56839 0.734 -0.138 -0.048
C 0.80508 -3.88500 0.68149 -0.943 0.336 0.503
H -2.52891 -6.37203 -1.74705 -0.006 -0.134 -0.156
H -1.50896 -7.70205 -1.24768 0.241 0.207 0.132
H -1.59943 -7.31377 -2.93647 0.566 0.580 -0.256
H 0.36839 -4.40124 1.53936 0.214 -0.519 -0.294
H 0.28157 -2.92785 0.70742 0.604 0.330 -0.088
H 1.88228 -3.83170 0.77619 0.027 0.283 -0.086
C -1.67880 -0.16615 -0.33986 1.543 -0.356 -0.188
O -2.12217 1.18336 -0.46532 -0.443 -0.132 -0.316
C -1.93795 2.06490 0.46727 -0.884 -0.346 -0.702
O -1.29522 1.92761 1.49536 0.845 -0.358 1.470
O -2.62438 3.13727 0.15846 0.038 0.015 0.187
C -2.51687 4.25848 1.02155 -0.252 1.619 0.306
H -2.18939 -0.75132 -1.09443 -0.382 0.085 0.183
H -1.74256 -0.58524 0.66234 -0.558 0.196 0.002
H -0.61185 -0.19862 -0.58089 -0.182 0.000 -0.021
H -3.42821 4.86005 1.00586 -0.324 -0.673 -0.310
H -1.79089 4.96564 0.61438 0.451 -0.406 0.262
H -2.35034 4.00129 2.06335 0.350 -0.201 -0.155
```
Forces are in eV/Å.

Results of the Mulliken charge analysis, in e, for atoms 1 through 8:
1. Pd 1.293
2. F -0.524
3. C -0.252
4. O -0.337
5. C 0.611
6. O -0.299
7. O -0.321
8. C -0.658

Here is a structure of composition C9H18LiN3O7 in a non-equilibrium geometry from OMol25. Energies are from ωB97M-V/def2-TZVPD.

- energy relative to the best compared isomer or geometry (same formula, charge and spin) (eV) = 0.069
- DFT total energy (a.u.) = -1052.058040
- gap between HOMO and LUMO (eV) = 5.3
- total charge = -2
- HOMO (eV) = -0.065

The geometry in XYZ format:
```
38
Properties=species:S:1:pos:R:3:forces:R:3
Li -15.25286 13.64246 3.35396 0.297 -0.223 -0.260
C -16.21937 14.39458 -0.65136 0.307 0.221 -0.307
C -16.48469 14.54185 0.85746 -0.567 -0.013 -0.696
C -17.90201 15.08346 1.08111 0.222 0.523 0.323
C -18.92153 14.02626 0.77676 -0.437 -0.580 -0.767
C -18.71751 12.84266 1.73463 -0.308 0.281 -1.390
C -17.31374 12.23402 1.56756 -0.137 -0.028 1.119
N -16.30675 13.28063 1.54925 -0.489 0.734 1.354
O -15.01484 12.80238 1.43244 0.647 -0.471 0.010
C -17.27845 11.25902 0.40548 -0.198 -0.207 -1.011
C -17.05838 11.42447 2.85470 -0.124 -0.389 0.482
C -15.50246 15.56062 1.42817 0.326 0.229 -0.485
H -16.69648 13.52771 -1.10355 -0.002 -0.096 0.144
H -15.13883 14.28071 -0.76463 -0.089 -0.025 -0.248
H -16.58538 15.26776 -1.21099 0.258 0.052 0.125
H -18.01527 15.99275 0.47580 -0.074 -0.139 -0.069
H -17.96589 15.41111 2.12595 -0.137 -0.168 -0.003
H -18.78763 13.67668 -0.26692 0.248 -0.045 0.304
H -19.97150 14.35716 0.72435 0.201 0.229 0.632
H -19.45917 12.08861 1.43075 0.085 -0.086 0.536
H -18.87242 13.16573 2.76012 -0.052 0.004 0.123
H -17.41407 11.75840 -0.56111 -0.065 -0.022 0.116
H -18.09971 10.53655 0.50294 0.135 -0.006 0.056
H -16.33669 10.71716 0.33246 0.114 0.114 0.239
H -17.34424 11.98364 3.75226 0.078 0.229 -0.171
H -16.00474 11.15976 2.96722 -0.049 -0.039 -0.288
H -17.66677 10.50578 2.88995 0.141 0.085 -0.200
H -15.48480 16.46280 0.79922 -0.232 -0.029 0.091
H -14.48604 15.16203 1.39468 -0.140 -0.122 0.237
H -15.79199 15.84595 2.43850 0.119 -0.010 0.097
N -17.47783 15.31971 5.32922 -0.738 -0.721 -1.058
O -16.66542 14.88444 4.46905 0.196 0.067 0.329
O -17.80055 16.51343 5.30760 0.221 0.667 0.253
O -18.05761 14.52855 6.09334 0.309 -0.097 0.312
N -13.18132 13.74728 4.78333 -0.148 -0.062 -0.187
O -12.25367 13.94031 5.58271 -0.036 -0.022 -0.205
O -13.20848 14.30521 3.65458 0.019 0.051 0.549
O -14.13313 12.97903 5.07678 0.099 0.115 -0.085
```
Forces are in eV/Å.

Results of the Mulliken charge analysis, in e, for atoms 1 through 8:
1. Li 0.841
2. C -1.748
3. C 1.590
4. C -1.127
5. C -0.769
6. C -1.079
7. C 1.273
8. N 1.224

Here is a structure of composition C9H18MnN7S from OMol25. Energies are from ωB97M-V/def2-TZVPD.

- energy relative to the best compared isomer or geometry (same formula, charge and spin) (eV) = 0.000
- DFT total energy (a.u.) = -2285.996831
- gap between HOMO and LUMO (spin up / spin down) (eV) = 8.3 / 8.6
- spin multiplicity = 2
- total charge = +1
- HOMO (spin up / spin down) (eV) = -11.449 / -11.495

The geometry in XYZ format:
```
36
Properties=species:S:1:pos:R:3:forces:R:3
Mn 0.09401 -0.00107 1.26383 -0.127 -0.043 0.690
N 1.92242 -0.48553 0.66281 0.401 -0.067 0.000
C 3.04181 0.10865 1.44737 -0.016 -0.044 -0.025
C 2.89060 -0.16470 2.93933 -0.011 0.043 -0.023
C 1.86546 0.72286 3.63409 -0.093 -0.057 -0.023
N 0.48060 0.23663 3.37551 -0.001 -0.129 -0.014
H 1.99648 -1.50101 0.68939 0.064 -0.027 -0.044
H 2.03018 -0.22327 -0.31383 -0.016 -0.022 -0.042
H 3.03313 1.18209 1.25590 0.022 0.023 0.011
H 3.99446 -0.28066 1.08804 -0.007 -0.038 -0.025
H 3.86059 -0.02150 3.41564 0.000 0.063 -0.016
H 2.63508 -1.21904 3.09866 0.047 -0.005 0.027
H 1.92854 1.74044 3.24682 0.017 0.028 0.016
H 2.05734 0.77260 4.70580 -0.003 -0.056 0.019
H -0.18652 0.88561 3.78490 -0.037 0.002 -0.011
H 0.33577 -0.64069 3.86954 0.042 -0.003 0.061
N -0.23150 1.60458 0.29893 -0.124 0.251 -0.301
C -0.39910 2.74470 0.01725 -0.132 -0.089 0.161
N -0.49716 3.90563 -0.39681 0.188 0.279 -0.285
C -1.13694 4.96284 0.07961 -0.134 -0.177 0.074
N -1.68751 5.91137 0.43592 0.066 -0.015 0.008
S -1.14788 -1.81469 0.57092 -0.044 0.164 -0.264
C -1.41932 -1.56367 -1.12807 -0.134 0.161 0.005
N -1.76952 -2.60198 -1.87617 0.009 -0.075 0.005
C -2.07520 -2.50625 -3.30637 0.001 -0.008 0.074
C -2.61106 -1.11840 -3.60481 -0.019 0.019 -0.019
C -1.63794 -0.07685 -3.08285 -0.023 -0.053 0.082
N -1.32542 -0.36159 -1.67743 0.019 -0.141 -0.102
H -1.85606 -3.48728 -1.40438 0.032 -0.016 -0.022
H -2.80530 -3.27643 -3.54442 -0.017 0.008 0.002
H -1.17180 -2.70757 -3.88572 0.010 -0.005 -0.008
H -3.58243 -0.98852 -3.12484 -0.005 0.000 -0.010
H -2.74539 -0.99426 -4.67750 -0.011 -0.002 -0.008
H -2.06957 0.92081 -3.12747 0.006 0.015 0.000
H -0.71795 -0.07187 -3.67043 0.016 -0.011 -0.002
H -1.09289 0.40801 -1.05915 0.014 0.028 0.009
```
Forces are in eV/Å.

Results of the Mulliken charge analysis, in e, for atoms 1 through 8:
1. Mn 0.251
2. N -0.346
3. C -0.513
4. C -0.690
5. C -0.426
6. N -0.538
7. H 0.367
8. H 0.295

Here is the ion C9H18N with charge +1 in a non-equilibrium geometry from OMol25. Energies are from ωB97M-V/def2-TZVPD.

- energy relative to the best compared isomer or geometry (same formula, charge and spin) (eV) = 1.803
- DFT total energy (a.u.) = -408.135049
- gap between HOMO and LUMO (eV) = 10.9
- total charge = +1
- SMILES string = CC(C)(C)[C@@]1(C)C=CC[NH2+]1
- HOMO (eV) = -13.999

The geometry in XYZ format:
```
28
Properties=species:S:1:pos:R:3:forces:R:3
C -1.61913 -0.63606 1.22562 -2.233 -3.577 -3.057
C -1.06656 -0.17022 -0.13403 3.102 -1.273 1.197
C -0.88578 -1.43854 -1.11204 -0.297 0.463 1.816
C -1.92452 0.83061 -0.77414 -0.928 0.790 -0.281
C 0.31297 0.48507 0.34569 1.224 -3.639 1.198
C 0.10708 1.62847 1.30089 0.026 0.493 1.300
C 1.38586 -0.76081 1.06902 -2.829 1.862 -0.149
C 2.46060 -0.94210 0.35003 -1.754 0.937 -0.992
C 2.52341 0.08922 -0.71757 2.280 1.256 0.626
N 1.17307 0.71815 -0.87089 -0.802 0.008 -1.784
H -0.95024 -1.39442 1.61738 -0.097 0.009 0.245
H -2.62706 -1.20573 1.00970 1.699 1.309 0.718
H -1.72896 0.15068 1.87295 -0.840 1.443 1.517
H -1.03051 -2.39610 -0.57562 0.187 0.598 -0.189
H -1.55598 -1.42730 -1.93651 -1.171 0.220 -0.389
H 0.03268 -1.51068 -1.63970 1.429 -0.068 -0.093
H -2.68901 0.20402 -1.07564 -2.191 -0.958 -0.974
H -1.66433 1.34035 -1.68594 0.894 0.183 -0.356
H -2.43427 1.52296 -0.14031 0.146 0.661 0.747
H -0.47060 1.20692 2.25721 2.073 1.246 -1.969
H -0.57116 2.42039 0.89879 0.688 -0.498 0.161
H 1.14015 2.05327 1.52044 -1.537 -0.278 0.270
H 1.04585 -1.26847 1.96460 0.052 -0.097 -0.297
H 3.04168 -1.80344 0.15818 1.045 -0.665 0.922
H 3.35419 0.83878 -0.39972 -1.635 -0.839 -0.965
H 2.80620 -0.42562 -1.60213 0.250 0.223 -1.268
H 1.16514 1.67381 -1.26350 0.435 -0.112 0.840
H 0.66925 0.21678 -1.66278 0.784 0.302 1.207
```
Forces are in eV/Å.

Results of the Mulliken charge analysis, in e, for atoms 1 through 8:
1. C -1.925
2. C 1.576
3. C -1.496
4. C -2.048
5. C 0.371
6. C -1.290
7. C -0.433
8. C -0.555

Here is a structure of composition C9H18N in a non-equilibrium geometry from OMol25. Energies are from ωB97M-V/def2-TZVPD.

- energy relative to the best compared isomer or geometry (same formula, charge and spin) (eV) = 4.342
- DFT total energy (a.u.) = -408.041772
- gap between HOMO and LUMO (eV) = 7.6
- total charge = +1
- HOMO (eV) = -11.378

The geometry in XYZ format:
```
28
Properties=species:S:1:pos:R:3:forces:R:3
C 1.63374 -0.88384 -0.70783 -3.313 -2.014 -0.917
C 0.32807 -0.40096 -0.69385 5.137 -0.112 1.343
C 2.17496 0.02753 0.31320 1.040 1.688 2.250
C 0.79631 0.68536 0.27662 -0.035 2.134 -4.804
C 2.08119 -2.13226 -1.42158 -0.942 2.837 -1.128
C 2.55971 -0.49643 1.78374 0.764 1.009 -1.242
C 0.69260 2.04704 -0.63552 -2.659 -1.201 5.396
C -2.98135 -0.62640 1.15945 -0.054 -1.406 0.273
C -3.12607 -0.23387 -0.05948 0.368 1.134 -1.140
N -3.46044 1.19037 -0.33807 0.743 -0.038 1.189
H 2.88554 0.83460 -0.04040 -0.290 -1.301 0.138
H 0.23027 0.73506 1.11867 -1.233 0.517 2.845
H 1.89330 -2.09110 -2.50702 0.291 -0.100 0.473
H 1.64811 -2.95844 -1.00082 -1.976 -2.026 0.849
H 3.03670 -2.32932 -1.15807 3.663 -0.287 -0.039
H 1.68949 -0.34941 2.39908 -0.350 -0.073 0.356
H 3.42510 0.03011 2.30990 -1.045 -0.738 -1.071
H 2.73337 -1.55355 1.68788 0.384 -0.444 0.353
H 1.35678 2.82253 -0.44533 1.419 1.285 0.731
H -0.32738 2.43021 -0.26857 1.027 -0.147 -1.268
H 0.76342 1.78264 -1.60635 -0.214 -0.743 -3.201
H -2.80440 -0.03913 2.03481 -0.339 0.292 0.401
H -3.10497 -1.68881 1.18947 0.744 -0.615 0.820
H -0.30672 -0.40096 -1.51369 -1.795 -0.275 -1.060
H -3.12418 -0.82307 -0.95204 -0.183 -0.414 -0.138
H -3.84164 1.44125 0.57456 -1.141 0.427 -0.483
H -4.14194 1.06783 -1.09988 0.150 1.450 0.306
H -2.70957 1.91306 -0.39889 -0.162 -0.839 -1.231
```
Forces are in eV/Å.

Results of the Mulliken charge analysis, in e, for atoms 1 through 8:
1. C 0.144
2. C -0.927
3. C 0.343
4. C -0.068
5. C -1.610
6. C -1.233
7. C -1.569
8. C -0.626

Here is a cluster of 2 separate species, C9H18N in total in a non-equilibrium geometry from OMol25. Energies are from ωB97M-V/def2-TZVPD.

- energy relative to the best compared isomer or geometry (same formula, charge and spin) (eV) = 2.594
- DFT total energy (a.u.) = -408.106005
- gap between HOMO and LUMO (eV) = 8.5
- total charge = +1
- HOMO (eV) = -11.714

The geometry in XYZ format:
```
28
Properties=species:S:1:pos:R:3:forces:R:3
C -2.05999 1.30247 0.94168 0.375 -0.295 0.042
C -1.27871 0.30307 1.40324 -0.870 0.510 -1.729
C -2.26568 1.19282 -0.55901 -0.983 0.490 -0.006
C -0.79066 -0.57627 0.29979 2.570 -0.527 0.579
C -0.65598 -2.09930 0.57041 -0.604 0.610 -2.348
C 2.03511 -0.40585 1.19469 -0.502 -2.642 -3.690
C 1.14620 1.51760 -0.25927 2.293 1.539 0.780
C 1.85757 -0.45941 -1.41988 0.325 1.626 -2.085
C 1.40945 0.08275 -0.08988 -2.556 -0.886 -0.249
N -1.59657 -0.11450 -0.91428 -0.062 -0.747 0.177
H -2.51535 2.12883 1.51177 0.328 -0.648 -0.354
H -1.03979 0.18975 2.44533 0.261 -0.268 0.074
H -3.35930 1.10495 -0.81418 1.138 0.286 0.068
H -1.79408 2.02866 -1.12412 -0.379 -0.669 0.295
H 0.19784 -2.59497 0.13099 0.300 0.275 -1.241
H -1.51388 -2.74112 0.31626 -0.077 0.463 0.190
H -0.36220 -2.30611 1.53709 -0.188 0.191 2.674
H 1.96679 -1.51199 1.23731 -0.013 0.358 -0.256
H 1.57132 -0.11045 2.05643 -0.440 1.674 2.199
H 3.05001 -0.25866 0.93560 1.578 0.688 1.045
H 1.00975 1.83255 -1.30237 0.017 -0.139 0.327
H 0.32299 1.80219 0.34257 -0.773 0.765 0.652
H 2.07890 2.07450 0.16721 -1.543 -0.625 -0.817
H 1.02603 -0.22665 -2.20745 1.301 -0.907 1.250
H 2.25628 -1.46763 -1.47380 -0.380 -0.183 0.056
H 2.70505 0.24333 -1.88501 -1.494 -1.350 1.320
H -2.26348 -0.81187 -1.22319 -1.027 -0.456 0.987
H -1.13761 -0.11867 -1.81793 1.407 0.866 0.059
```
Forces are in eV/Å.

Results of the Mulliken charge analysis, in e, for atoms 1 through 8:
1. C -0.517
2. C -0.620
3. C -0.527
4. C 0.496
5. C -1.583
6. C -1.627
7. C -1.337
8. C -1.421

> DFT total energy of number 4 (C9H18MnN7S)?

-2285.996831 a.u.